Below is a cluster of 7 separate species, C13H25F3O13 in total at a distorted geometry, with properties calculated with wB97M-V/def2-TZVPD.

```
54
Properties=species:S:1:pos:R:3:forces:R:3
O 1.943880 2.714233 2.874586 1.6 2.3 2.0
C 2.380756 3.490877 3.715702 -0.7 -2.0 -1.0
O 3.602939 3.437103 4.336225 -0.8 -0.3 0.0
C 3.441550 3.954594 5.683070 -1.4 0.7 -1.0
C 2.236843 4.957139 5.445711 2.1 -1.4 1.1
F 2.858045 6.165301 5.327520 -0.6 0.7 -0.9
O 1.614958 4.482739 4.268129 0.4 0.5 0.9
H 3.197396 3.152258 6.379299 0.0 -0.1 -0.2
H 4.302620 4.532026 6.019577 0.0 -0.3 -0.3
H 1.617448 5.049071 6.337901 -0.7 -0.2 -0.6
O -0.934730 -2.639275 -1.680090 -0.9 -0.8 -1.9
C -1.010480 -3.164593 -2.767974 0.6 0.9 0.3
O -0.142429 -4.098890 -3.197037 1.7 1.1 2.4
C -0.544836 -4.601601 -4.386771 -1.1 -0.9 -2.4
C -1.386978 -3.452159 -5.001958 1.5 -1.3 1.2
F -2.368830 -3.965559 -5.707543 -1.7 -0.5 -0.8
O -1.861620 -2.872852 -3.811758 -0.1 1.0 1.2
H 0.216851 -4.961301 -5.078543 0.5 0.4 0.5
H -1.142904 -5.468503 -4.105845 -0.6 -0.1 -0.8
H -0.861604 -2.749292 -5.648541 0.1 0.3 0.4
O -1.334533 0.083448 -6.057240 3.1 2.2 2.2
C -0.449687 0.755786 -5.515819 -1.5 -2.7 -0.5
O 0.189511 1.788015 -6.049368 -0.2 0.5 0.7
C 1.075185 2.328793 -5.053422 1.1 1.2 -0.7
C 0.767978 1.645294 -3.755775 0.1 -0.9 -2.2
F -0.148053 2.381558 -3.121907 -0.9 0.4 1.1
O 0.167061 0.458441 -4.252431 -1.0 0.0 -0.3
H 2.096702 2.195550 -5.409585 0.0 -0.2 0.1
H 0.931067 3.396742 -4.889637 -0.3 0.0 -0.5
H 1.648276 1.522542 -3.124817 -0.3 -0.7 0.1
C 0.124492 0.433686 0.047365 -1.1 -1.6 -0.2
O -0.187480 0.255805 1.415963 -0.1 0.4 0.2
H 1.153740 0.105734 -0.098254 0.3 1.0 -0.5
H -0.460135 -0.309940 -0.494222 0.0 -0.3 0.1
H -0.301762 1.350594 -0.359677 1.0 0.5 0.1
H 0.261347 0.978460 1.860845 0.0 0.1 0.4
C 1.558025 -0.776500 4.389573 0.5 -0.7 -0.9
O 0.880245 -1.504403 5.340787 -1.0 -0.5 2.3
H 2.519464 -1.276808 4.273666 0.3 0.3 -0.5
H 0.934413 -0.970264 3.516834 0.7 1.1 -0.7
H 1.739529 0.266733 4.648063 -0.3 0.1 -0.3
H 0.697113 -0.965262 6.113689 -0.1 -0.2 0.0
C -3.541828 -0.204806 -0.887267 1.5 1.3 -0.3
O -3.898892 -1.491435 -1.236265 -0.9 -0.9 -0.1
H -3.649287 0.056403 0.165496 -0.2 -0.2 0.2
H -2.491689 -0.079308 -1.151011 0.3 0.2 0.3
H -4.000834 0.577649 -1.491565 -0.7 -0.3 -0.1
H -3.091831 -2.011127 -1.249109 0.0 -0.1 0.0
C -1.983040 -2.646943 2.034687 1.5 -0.1 -2.6
O -1.563850 -2.237034 3.265562 -1.1 0.9 2.9
H -2.939529 -3.138689 1.857467 0.0 -0.4 1.3
H -2.046664 -1.824411 1.322301 0.2 0.4 -0.2
H -1.123684 -3.258212 1.759089 -0.6 -0.8 -1.4
H -0.690243 -1.847407 3.184327 -0.2 0.0 -0.1
```
Forces are in eV/Å.

energy above the lowest of the compared OMol25 structures with the same formula, charge and spin	13.9	kJ/mol
E_tot	-1787.95245	a.u.
SMILES	O=C1OC[C@@H](F)O1.O=C1OC[C@@H](F)O1.O=C1OC[C@@H](F)O1.CO.CO.CO.CO
HOMO level	-9.076	eV